No. 1
Computed, not measured: one molecule with the formula C6H8S at a distorted geometry, with ωB97M-V/def2-TZVPD.

Structure (XYZ):
```
15
Properties=species:S:1:pos:R:3:forces:R:3:mulliken_charge:R:1
S 1.7546 -0.6792 -0.7705 3.93 -0.36 -0.11 -0.14
C -2.0082 -0.6549 0.0072 -2.39 -1.40 0.46 -0.16
C -0.6519 -1.2783 0.1622 -0.44 -0.83 -0.78 -0.58
C -0.4417 0.9145 -0.4347 2.11 3.04 -2.75 -0.30
C 2.6400 0.3841 0.4437 1.12 1.56 2.22 -0.74
C -1.7241 0.7437 -0.3531 -5.18 1.61 -0.80 -0.57
C 0.1985 -0.3125 -0.3631 -1.50 -4.33 3.32 0.30
H 2.0224 1.3915 0.4207 1.70 -1.86 0.33 0.20
H 3.7893 0.5677 0.2572 -2.47 -0.25 -0.47 0.30
H -2.6583 -0.5371 0.9717 0.83 -1.00 -1.59 0.26
H -2.5999 -1.2666 -0.8923 1.19 1.65 2.45 0.24
H -0.5629 -2.4064 0.4663 0.40 2.55 -0.87 0.30
H 2.7331 0.0044 1.5951 -0.97 0.52 -2.78 0.25
H 0.1685 1.6941 -0.9248 -0.87 0.28 0.74 0.35
H -2.6597 1.4352 -0.5856 2.53 -1.17 0.62 0.28
```
Forces are in eV/Å.

Values from the calculation:
Structure (SMILES): CSC1=CCC=C1

=====

No. 2
Computed, not measured: one molecule with the formula C6H8S at a distorted geometry, with ωB97M-V/def2-TZVPD.

Structure (XYZ):
```
15
Properties=species:S:1:pos:R:3:forces:R:3:mulliken_charge:R:1
S -1.6847 -0.8365 1.9883 -1.70 1.01 -0.35 -0.16
C 1.5071 -1.8038 -0.7261 0.08 0.54 0.47 -0.78
C -0.6644 1.6056 1.0067 1.81 -0.77 -1.95 -0.16
C 0.0263 1.3794 -0.1559 0.39 0.83 -0.45 -0.27
C 0.0877 0.0877 -0.8748 0.44 1.40 -0.62 -0.07
C 1.4739 -0.5166 -1.0434 -4.00 -0.93 1.47 -0.13
C -1.6005 0.7525 1.5282 -1.79 -1.52 1.12 -0.35
H -0.4883 -0.4498 -0.1919 -1.16 -2.15 -0.20 -0.20
H -3.1506 -0.9508 2.1325 2.18 0.13 -0.04 0.16
H 2.4377 -2.2685 -0.6336 1.29 -1.13 -0.17 0.31
H -0.7002 2.6107 1.2771 -0.26 1.65 0.74 0.38
H 0.6221 -2.3631 -0.3448 0.70 0.67 -0.59 0.23
H -0.3227 0.2908 -1.8789 -0.42 -0.54 0.34 0.32
H 0.3431 2.1994 -0.8137 0.05 0.33 0.92 0.30
H 2.1133 0.2630 -1.2697 2.37 0.47 -0.67 0.43
```
Forces are in eV/Å.

=====

No. 3
Computed, not measured: one molecule with the formula C6H8S at a distorted geometry, with ωB97M-V/def2-TZVPD.

Structure (XYZ):
```
15
Properties=species:S:1:pos:R:3:forces:R:3:mulliken_charge:R:1
S 2.6083 0.5442 0.7096 -1.90 1.28 0.35 -0.11
C -0.3232 1.3521 0.9165 -0.98 0.84 1.11 0.04
C 0.9549 0.7326 1.1052 4.47 -6.22 -1.05 0.07
C 1.3907 -0.9366 0.9417 -2.74 3.58 -0.20 -0.57
C -1.1070 0.3018 0.1616 -2.39 -1.48 -2.74 -0.64
C 0.6603 -1.3267 -0.4246 1.13 -0.37 -1.33 -0.49
C -0.3309 -0.3239 -1.0467 0.54 1.66 0.06 -0.68
H 0.0722 -2.2807 -0.3894 0.70 0.62 0.79 0.33
H -1.3685 -0.5699 0.8315 0.03 1.12 -0.56 0.30
H 1.4678 -1.5644 -1.1770 -0.50 0.19 0.73 0.32
H 0.0623 0.5241 -1.7401 0.07 -1.19 1.48 0.25
H -0.8298 1.4031 1.9885 1.06 0.69 -2.14 0.25
H -2.0472 0.6658 -0.4171 1.15 0.02 1.88 0.31
H -0.1990 2.2826 0.2954 -0.50 -0.41 1.17 0.26
H -1.0108 -0.8041 -1.7549 -0.14 -0.34 0.45 0.38
```
Forces are in eV/Å.

Values from the calculation:
Structure (SMILES): C1CCC2=C(C1)S2

=====

No. 4
Computed, not measured: one molecule with the formula C6H8S2 at a distorted geometry, with ωB97M-V/def2-TZVPD.

Structure (XYZ):
```
16
Properties=species:S:1:pos:R:3:forces:R:3:mulliken_charge:R:1
S -1.9067 0.6797 -0.5797 0.23 0.39 0.10 -0.03
S 2.7226 -0.3359 -1.0340 0.09 0.47 -0.32 -0.19
C 0.6961 1.5556 -0.0977 1.34 -1.32 0.33 -0.82
C -0.2486 0.4022 -0.0865 -0.86 -1.54 0.55 0.37
C 0.2969 -0.7819 0.2961 -1.32 1.08 -0.12 -0.63
C 2.0537 0.8337 0.2106 -0.77 0.43 -0.92 -0.53
C -2.6966 -0.9101 -0.3709 0.80 -0.27 0.83 -0.94
C 1.7425 -0.5892 0.4567 0.96 -0.93 1.66 -0.21
H 2.3054 -1.1242 1.2480 -0.54 0.32 -0.54 0.49
H 2.7992 1.3682 0.7740 0.09 -0.04 0.13 0.47
H -2.6998 -1.2589 0.6681 -0.10 0.34 -0.06 0.31
H -2.2209 -1.6886 -0.9404 0.25 -0.20 -0.52 0.33
H 0.5080 2.2594 0.7011 -0.28 0.26 0.18 0.34
H -3.6936 -0.7706 -0.7097 -0.89 0.03 -0.25 0.35
H 0.6434 2.0407 -1.0453 0.28 0.63 -0.67 0.34
H -0.3015 -1.6802 0.5094 0.73 0.36 -0.37 0.34
```
Forces are in eV/Å.

Values from the calculation:
Structure (SMILES): CSC1=C[C@H]2S[C@H]2C1

=====

No. 5
Computed, not measured: one molecule with the formula C6H8S2 at a distorted geometry, with ωB97M-V/def2-TZVPD.

Structure (XYZ):
```
16
Properties=species:S:1:pos:R:3:forces:R:3:mulliken_charge:R:1
S 1.6626 2.0671 0.0787 -1.28 -1.25 0.29 -0.24
S -1.7090 -0.9649 -0.9151 0.25 -0.69 0.09 -0.08
C -0.1299 -1.7559 -0.9368 -0.19 0.17 -1.73 -0.31
C -0.8467 0.9858 0.7865 2.03 -0.07 2.23 -0.57
C 1.0424 -1.4929 -0.3833 0.84 -1.44 0.43 -0.18
C 0.6755 0.7989 0.4966 0.65 1.15 0.09 0.21
C -1.7072 -0.2625 0.7236 0.21 0.47 0.53 -0.65
C 1.2708 -0.5737 0.7647 -0.91 0.49 0.64 -0.77
H -1.1979 1.7895 0.1861 -0.42 0.60 -0.53 0.38
H -2.7362 0.0293 0.9628 0.14 -0.25 -0.05 0.38
H 2.3163 -0.5782 0.9360 1.04 0.77 0.08 0.43
H -0.1132 -2.4225 -1.7895 -0.06 -0.26 0.01 0.28
H 0.8613 -0.9163 1.7338 -0.17 -0.26 -0.48 0.27
H 1.9656 -2.0897 -0.7012 -1.60 0.84 0.32 0.27
H -1.3634 -1.0071 1.4602 -0.33 0.20 -0.34 0.31
H -0.8206 1.3630 1.8870 -0.20 -0.46 -1.60 0.25
```
Forces are in eV/Å.

Values from the calculation:
Structure (SMILES): S=C1CC=CSCC1

=====

No. 6
Computed, not measured: one molecule with the formula C6H8S2, with ωB97M-V/def2-TZVPD.

Structure (XYZ):
```
16
Properties=species:S:1:pos:R:3:forces:R:3:mulliken_charge:R:1
S 2.7100 -1.3464 0.8239 -0.45 0.23 -0.10 -0.26
S 0.3168 1.4888 -2.7330 0.00 -0.04 0.12 -0.26
C -1.1577 -0.1009 0.7061 -0.17 0.73 0.25 -0.75
C -1.1850 0.3006 -0.7664 -0.63 0.03 -0.35 -0.44
C 1.2967 0.7071 -0.2976 -0.62 0.05 0.17 -0.78
C 0.1354 0.8292 -1.2701 0.19 -0.13 0.05 0.14
C 1.3180 -0.5757 0.4940 0.11 -0.29 0.13 0.16
C -0.0349 -1.0814 0.9677 0.34 -0.05 -0.14 -0.47
H -2.1179 -0.5310 0.9931 0.03 -0.07 -0.05 0.33
H 0.0475 -1.3366 2.0208 0.01 -0.08 0.11 0.36
H -0.2462 -2.0172 0.4387 0.10 -0.01 0.02 0.27
H 2.2409 0.8700 -0.7790 0.38 0.13 -0.27 0.51
H -1.4619 -0.5783 -1.3860 0.23 0.33 0.25 0.26
H 1.1508 1.5273 0.4295 0.04 -0.14 -0.04 0.30
H -1.9738 1.0477 -0.9887 0.43 -0.34 0.18 0.35
H -1.0387 0.7969 1.3470 0.01 -0.34 -0.32 0.28
```
Forces are in eV/Å.

Values from the calculation:
Structure (SMILES): S=C1CCCC(=S)C1

=====

No. 7
Computed, not measured: one molecule with the formula C6H8Si at a distorted geometry, with ωB97M-V/def2-TZVPD.

Structure (XYZ):
```
15
Properties=species:S:1:pos:R:3:forces:R:3:mulliken_charge:R:1
Si -0.0433 -0.5320 0.0842 -2.52 -0.34 -1.93 0.34
C -1.8996 -0.3133 -0.0254 0.84 -0.10 -0.08 -0.38
C 0.6000 2.3212 0.4414 -0.04 -0.18 -1.11 -0.38
C 0.7295 -2.0680 0.8771 -0.21 0.44 -0.27 -1.06
C 1.0571 0.9829 -0.0980 -0.03 -0.49 0.06 -0.27
C -1.5792 -0.7324 -1.2548 2.32 0.36 2.35 -0.60
C 0.5468 2.1963 -0.8436 0.12 -0.01 1.22 -0.48
H -2.1314 -0.9221 -2.1568 -0.14 -0.08 -0.22 0.39
H -0.0501 -2.7065 1.2783 -0.18 -0.05 0.03 0.33
H 0.4389 2.8714 1.3344 -0.08 0.30 0.37 0.37
H 0.3294 2.5821 -1.8076 -0.15 0.16 -0.44 0.36
H 2.1347 0.8123 -0.1277 0.00 -0.12 0.04 0.38
H -2.8261 -0.0357 0.4592 -0.13 0.04 0.01 0.36
H 1.4035 -1.8065 1.6876 0.10 0.12 0.12 0.31
H 1.2899 -2.6495 0.1521 0.12 -0.03 -0.15 0.34
```
Forces are in eV/Å.

Values from the calculation:
Structure (SMILES): C[Si]1(C2C=C2)C=C1

=====

No. 8
Computed, not measured: C6H9AgLiO6 as an isolated structure at a distorted geometry, with ωB97M-V/def2-TZVPD.

Structure (XYZ):
```
23
Properties=species:S:1:pos:R:3:forces:R:3:mulliken_spin:R:1
Ag 7.1879 -1.3531 1.3594 -1.66 -0.35 -0.08 -0.01
O -2.3911 1.1417 -1.4691 0.27 0.05 -0.15 0.00
O -4.3099 2.2085 -0.9582 -0.38 0.62 0.39 0.00
O 4.4645 -0.9340 0.1879 -0.20 -1.12 0.93 0.01
O 0.0333 0.3546 -0.0648 2.87 -0.32 1.08 0.04
O 2.8346 -2.0680 1.1969 -0.03 -0.74 0.77 0.01
O -3.5151 2.2448 -3.0179 -0.09 0.67 -0.10 0.00
C -3.4259 1.9283 -1.8055 -0.40 -0.95 -0.47 0.00
C 4.1496 -1.8088 1.0268 1.55 2.14 -1.42 0.00
C 1.8489 -1.5333 0.3034 -0.36 0.11 -0.77 -0.05
C -1.1833 -0.3271 -0.0172 0.38 -0.98 0.31 0.01
C -2.3614 0.6098 -0.1485 -0.08 0.22 0.39 0.00
C 1.3143 -0.1993 0.8233 -3.16 -0.15 -2.72 0.19
Li -5.1297 3.2026 -2.4489 0.75 -0.63 0.24 0.00
H 2.2682 -1.4129 -0.7033 -0.07 0.02 0.29 0.00
H 0.8322 -0.3895 1.7984 0.67 0.78 -0.19 -0.04
H 2.3560 0.5150 2.3606 0.53 0.26 0.71 0.86
H 1.0470 -2.2820 0.2720 0.20 0.18 0.06 0.01
H -1.2158 -1.0952 -0.8124 -0.17 0.18 0.15 0.00
H -2.2809 1.4280 0.5811 -0.02 -0.20 -0.16 0.00
H 2.0382 0.5770 0.5373 -0.53 -0.03 0.94 -0.02
H -1.2734 -0.8611 0.9472 -0.23 0.09 -0.12 -0.01
H -3.2882 0.0539 0.0515 0.16 0.13 -0.06 0.00
```
Forces are in eV/Å.

Values from the calculation:
Spin multiplicity: 2

=====

No. 9
Computed, not measured: C6H9AuNO5Se as an isolated structure, with ωB97M-V/def2-TZVPD.

Structure (XYZ):
```
23
Properties=species:S:1:pos:R:3:forces:R:3:mulliken_spin:R:1
Au 0.1065 0.1349 0.8974 -0.05 0.06 0.01 0.34
Se -1.4398 1.3246 2.0978 -0.02 -0.04 -0.01 1.48
O 2.9730 2.7549 -0.8158 -0.02 0.00 0.00 0.01
O 2.0420 1.2273 0.5211 0.02 -0.02 -0.05 0.10
O 1.8289 -3.3046 -0.8965 0.01 -0.01 -0.04 0.01
O 0.6491 -1.9007 0.3707 0.02 0.02 -0.06 0.05
O -2.1570 -0.7501 -1.4156 -0.02 -0.12 -0.04 0.00
N 0.8198 0.0013 -1.6210 0.01 0.02 0.01 0.03
C 2.1957 1.8312 -0.5978 0.00 0.02 0.03 0.00
C -1.5413 0.0263 -2.4242 0.01 0.07 -0.01 0.00
C 1.8788 -0.9950 -1.4759 -0.03 -0.03 -0.02 0.00
C -0.1047 -0.3766 -2.6885 0.00 -0.05 -0.05 0.00
C 1.4235 -2.1841 -0.6208 0.02 0.01 0.09 0.00
C 1.3381 1.3510 -1.7843 0.04 -0.03 -0.04 -0.02
H 2.2310 -1.3668 -2.4445 -0.01 0.00 0.00 0.00
H -0.0804 -1.4644 -2.7962 -0.01 0.00 0.03 0.00
H -1.4745 -1.0925 -0.8204 0.01 0.08 0.06 0.00
H 0.4972 2.0419 -1.8864 0.01 0.02 0.01 0.00
H 0.2297 0.0451 -3.6498 -0.02 0.01 0.01 0.00
H 2.7216 -0.5434 -0.9539 0.01 -0.01 0.01 0.00
H 1.9512 1.4471 -2.6917 0.01 -0.01 0.02 0.00
H -2.1199 -0.1269 -3.3393 0.00 0.03 -0.01 0.00
H -1.5989 1.0947 -2.1763 0.03 -0.02 0.05 0.00
```
Forces are in eV/Å.

Values from the calculation:
Net charge: -1
Spin multiplicity: 3

=====

No. 10
Computed, not measured: C6H9BCl3F4N3O5Y as an isolated structure, with ωB97M-V/def2-TZVPD.

Structure (XYZ):
```
32
Properties=species:S:1:pos:R:3:forces:R:3:mulliken_charge:R:1
Y 0.3427 -0.1117 -0.1121 0.01 -0.05 0.10 1.81
Cl 2.8087 -4.8742 -0.1396 -0.03 0.01 0.00 -0.13
Cl 1.9569 -4.3292 -2.8375 -0.02 0.01 0.02 -0.14
Cl 0.0075 -5.0998 -0.8391 -0.07 -0.06 0.02 -0.17
F 3.5649 1.8150 -0.5817 -0.02 0.00 -0.01 -0.39
F 2.5491 0.1762 0.6933 0.03 -0.05 -0.09 -0.41
F 1.4410 2.0744 0.2767 0.05 0.02 0.02 -0.31
F 3.2955 2.1394 1.6780 -0.02 0.01 -0.01 -0.32
O 0.6703 -2.0038 -1.6118 -0.01 -0.03 -0.03 -0.71
O -2.4944 0.0892 3.2646 0.01 0.02 -0.01 -0.75
O 1.4120 -2.3840 0.4412 0.02 0.00 -0.04 -0.57
O -1.1920 1.2979 -0.8363 0.05 -0.08 0.03 -0.68
O -2.2487 3.2144 -0.3796 0.00 0.00 0.04 -0.72
N -0.8859 0.6169 1.6794 -0.03 0.00 -0.01 -0.30
N 1.2380 0.8234 -2.2664 0.04 0.00 0.06 -0.71
N -1.3576 -1.8285 0.6601 0.01 0.03 0.01 -0.46
C -1.3783 1.9665 1.4752 -0.01 0.07 0.00 -0.70
C -1.6567 2.2128 -0.0217 -0.04 0.04 -0.06 0.58
C -1.3392 -1.6721 2.1339 -0.02 0.00 0.04 -0.43
C 1.5181 -4.1971 -1.1310 0.12 0.05 -0.02 0.59
C 1.2019 -2.7205 -0.7315 -0.07 0.05 0.02 0.61
C -1.6167 -0.1949 2.4461 -0.03 -0.02 -0.01 0.48
B 2.7753 1.6077 0.5385 -0.01 0.02 0.02 0.39
H -0.6484 2.7198 1.7842 0.01 0.00 -0.01 0.20
H -1.1970 -2.7962 0.4010 0.00 0.00 -0.02 0.14
H -2.2941 2.1570 2.0359 -0.01 -0.04 0.00 0.42
H 0.5088 1.5030 -2.4639 0.01 0.00 -0.02 0.30
H 2.1208 1.3115 -2.1495 0.00 0.00 -0.02 0.24
H -2.2777 -1.5689 0.3163 0.00 0.00 -0.01 0.26
H 1.3129 0.1663 -3.0326 -0.01 0.02 -0.01 0.24
H -0.3528 -1.9756 2.4907 0.00 0.00 0.01 0.25
H -2.1001 -2.2728 2.6324 0.02 -0.02 0.00 0.39
```
Forces are in eV/Å.

Values from the calculation:
Net charge: -1

=====

| no. | E_tot (Eh) |
| --- | --- |
| 1 | -631.4884 |
| 2 | -631.4109 |
| 3 | -631.3909 |
| 4 | -1029.7575 |
| 5 | -1029.7421 |
| 6 | -1029.7695 |
| 7 | -522.7428 |
| 8 | -839.7337 |
| 9 | -3202.1657 |
| 10 | -2618.3625 |